The following is a quantum chemistry calculation of the ion C8H20N3 with charge +1 at a distorted geometry, from the Open Molecules 2025 dataset.

Calculated values
SMILES string: CCCCCCCNC(N)=[NH2+]
Net charge: +1
Gap between HOMO and LUMO: 8.989 eV
2S+1: 1
HOMO energy: -13.70 eV

Geometry (Å):
1 C 1.38 -2.89 -0.28
2 C 2.02 -1.64 0.34
3 C 2.39 -0.61 -0.74
4 C 1.68 0.76 -0.67
5 C 1.48 1.33 0.74
6 C 0.08 1.14 1.33
7 C -1.01 1.93 0.63
8 N -1.63 1.24 -0.57
9 C -2.67 0.44 -0.42
10 N -3.83 0.71 -1.10
11 N -2.57 -0.66 0.40
12 H 2.05 -3.29 -1.05
13 H 1.25 -3.68 0.46
14 H 0.44 -2.65 -0.76
15 H 1.32 -1.24 1.06
16 H 2.93 -1.97 0.84
17 H 2.13 -1.05 -1.71
18 H 3.47 -0.47 -0.78
19 H 2.30 1.46 -1.22
20 H 0.75 0.71 -1.23
21 H 1.66 2.41 0.71
22 H 2.22 0.91 1.42
23 H -0.21 0.10 1.36
24 H 0.09 1.49 2.37
25 H -0.64 2.88 0.27
26 H -1.81 2.16 1.33
27 H -1.87 1.93 -1.28
28 H -4.58 0.12 -0.74
29 H -3.78 0.57 -2.11
30 H -2.08 -1.47 0.09
31 H -2.97 -0.68 1.32

---

The following is a quantum chemistry calculation of a cluster of 2 separate species, C5H9N3S2 in total at a distorted geometry, from the Open Molecules 2025 dataset.

Calculated values
Gap between HOMO and LUMO (spin up / spin down): 9.317 / 4.693 eV
2S+1: 1
HOMO energy (spin up / spin down): -9.31 / -6.67 eV

Geometry (Å):
1 C -3.23 0.32 1.00
2 C -3.39 0.57 -1.03
3 C 4.42 0.73 0.79
4 C 0.47 -1.10 0.55
5 C -1.11 -0.19 -1.64
6 N -4.12 0.52 0.03
7 N -1.96 0.15 0.55
8 N -2.09 0.22 -0.78
9 S 3.94 -0.03 -0.82
10 S 0.28 -1.07 -1.27
11 H -3.65 0.08 1.99
12 H -3.77 0.48 -2.04
13 H 5.02 1.66 0.52
14 H 5.11 0.01 1.28
15 H 3.49 0.97 1.31
16 H -0.02 -1.97 0.89
17 H 0.28 -0.15 0.84
18 H 1.62 -1.23 0.61
19 H -1.29 0.02 -2.79

---

The following is a quantum chemistry calculation of a cluster of 5 separate species, C30H67IN2O22P4S in total at a distorted geometry, from the Open Molecules 2025 dataset.

Calculated values
SMILES string: CC[N@+]1(I)C[C@](CCCC(=O)O)(C(=O)[O-])O[C@H](S)[C@@H]1CCCCN(C)C(C)=O.COP(=O)(OC)OC.COP(=O)(OC)OC.COP(=O)(OC)OC.COP(=O)(OC)OC
Gap between HOMO and LUMO: 5.305 eV
2S+1: 1
HOMO energy: -7.71 eV

Geometry (Å):
1 C 4.93 -2.76 -0.68
2 C 3.42 -2.94 -0.90
3 N 2.84 -2.21 -2.09
4 I 4.20 -2.58 -3.70
5 C 2.84 -0.71 -1.89
6 C 1.44 -0.10 -1.75
7 C 1.46 1.43 -2.04
8 C 0.19 2.05 -1.43
9 C -0.21 3.39 -2.15
10 C -1.46 3.21 -3.02
11 O -1.38 3.34 -4.21
12 O -2.66 2.94 -2.43
13 C 1.01 -0.23 -0.23
14 O 1.83 0.09 0.65
15 O -0.14 -0.64 -0.05
16 O 0.42 -0.65 -2.60
17 C 0.89 -1.66 -3.45
18 S -0.45 -2.44 -4.42
19 C 1.52 -2.75 -2.56
20 C 0.55 -3.20 -1.45
21 C 0.30 -4.76 -1.42
22 C -1.12 -5.14 -1.92
23 C -2.28 -4.53 -1.11
24 N -2.91 -3.49 -1.95
25 C -3.86 -4.10 -2.91
26 C -3.54 -2.47 -1.15
27 C -4.75 -2.78 -0.25
28 O -3.15 -1.33 -1.19
29 H 5.29 -1.76 -0.94
30 H 5.54 -3.55 -1.13
31 H 5.09 -2.85 0.40
32 H 2.92 -2.50 -0.03
33 H 3.15 -4.00 -0.91
34 H 3.33 -0.24 -2.74
35 H 3.42 -0.45 -1.00
36 H 1.34 1.55 -3.13
37 H 2.37 1.91 -1.68
38 H 0.33 2.30 -0.38
39 H -0.66 1.36 -1.55
40 H 0.64 3.77 -2.72
41 H -0.50 4.14 -1.39
42 H -2.54 2.21 -1.81
43 H 1.57 -1.22 -4.20
44 H -1.19 -1.42 -4.90
45 H 1.71 -3.62 -3.20
46 H 0.78 -2.83 -0.45
47 H -0.43 -2.76 -1.71
48 H 0.44 -5.08 -0.38
49 H 1.10 -5.24 -2.01
50 H -1.18 -6.24 -1.98
51 H -1.19 -4.76 -2.95
52 H -3.01 -5.27 -0.74
53 H -1.86 -3.99 -0.24
54 H -3.87 -5.18 -2.73
55 H -4.85 -3.66 -2.77
56 H -3.58 -3.89 -3.95
57 H -4.92 -1.97 0.47
58 H -5.63 -2.80 -0.91
59 H -4.67 -3.76 0.24
60 C 1.24 9.42 -1.52
61 O 1.32 9.26 -0.09
62 P 2.48 8.18 0.47
63 O 1.90 6.91 -0.08
64 O 2.03 8.48 2.00
65 C 0.66 8.30 2.38
66 O 3.95 7.65 1.01
67 C 4.02 6.33 1.55
68 H 0.79 10.39 -1.72
69 H 2.22 9.38 -1.98
70 H 0.61 8.64 -1.94
71 H 0.19 7.51 1.80
72 H 0.12 9.24 2.25
73 H 0.64 8.03 3.43
74 H 4.10 5.61 0.74
75 H 3.16 6.11 2.18
76 H 4.92 6.28 2.16
77 C 11.05 8.70 1.69
78 O 9.65 8.76 1.36
79 P 8.78 10.02 2.03
80 O 8.88 9.63 3.48
81 O 7.42 9.52 1.32
82 C 6.96 8.18 1.54
83 O 8.18 11.56 2.16
84 C 7.26 11.81 3.22
85 H 11.55 8.14 0.91
86 H 11.48 9.70 1.75
87 H 11.18 8.19 2.64
88 H 7.23 7.82 2.53
89 H 7.37 7.52 0.78
90 H 5.87 8.18 1.45
91 H 7.81 11.99 4.15
92 H 6.56 10.99 3.34
93 H 6.72 12.72 2.96
94 C 1.40 -10.33 1.16
95 O 0.11 -9.90 0.72
96 P -0.45 -8.43 1.32
97 O -0.58 -8.94 2.74
98 O -1.84 -8.61 0.49
99 C -2.57 -9.82 0.59
100 O -0.88 -6.85 1.63
101 C -1.84 -6.62 2.66
102 H 1.81 -11.02 0.42
103 H 2.08 -9.49 1.26
104 H 1.31 -10.85 2.11
105 H -2.45 -10.29 1.57
106 H -2.25 -10.52 -0.19
107 H -3.62 -9.59 0.43
108 H -1.36 -6.64 3.63
109 H -2.65 -7.35 2.62
110 H -2.25 -5.62 2.49
111 C -10.94 -4.12 3.73
112 O -10.01 -4.25 2.64
113 P -9.06 -2.90 2.28
114 O -10.29 -2.12 1.84
115 O -8.38 -3.70 1.05
116 C -9.21 -4.41 0.13
117 O -8.01 -1.62 2.01
118 C -8.32 -0.75 0.91
119 H -11.16 -5.11 4.11
120 H -10.53 -3.51 4.53
121 H -11.86 -3.67 3.36
122 H -10.17 -3.93 0.01
123 H -9.34 -5.44 0.46
124 H -8.70 -4.43 -0.83
125 H -9.08 -0.03 1.21
126 H -8.66 -1.31 0.04
127 H -7.42 -0.20 0.65